[1]
ORCA calculation (the ωB97M-V functional and the def2-TZVPD basis) on C4H12O2Si in the gas phase.

## Properties
net charge = 0
HOMO energy = -9.87 eV
structure (SMILES) = CO[Si](C)(C)OC
Kohn-Sham gap = 0.396 Eh
LUMO energy = 0.92 eV

Each line ends with the natural charge from an NBO analysis.
Atoms and positions in Å:
O  -1.162  0.247  -0.582  -0.899
O  1.520  -0.573  -0.246  -0.883
C  -1.987  -0.853  -0.584  -0.231
C  1.418  -1.103  -1.503  -0.234
C  0.696  2.264  0.205  -1.138
C  -0.093  -0.183  2.025  -1.167
Si  0.256  0.424  0.300  2.089
H  -2.399  -0.910  -1.582  0.180
H  -2.787  -0.655  0.131  0.173
H  -1.422  -1.786  -0.372  0.160
H  2.399  -1.404  -1.872  0.178
H  0.764  -1.954  -1.484  0.158
H  1.016  -0.390  -2.229  0.162
H  0.927  2.611  -0.810  0.249
H  1.496  2.401  0.935  0.238
H  -0.182  2.804  0.552  0.241
H  0.812  -0.073  2.608  0.242
H  -0.907  0.370  2.497  0.239
H  -0.365  -1.237  2.009  0.244

[2]
ORCA calculation (the ωB97M-V functional and the def2-TZVPD basis) on a molecular structure, C4H12O2Sn.

## Properties
net charge = +2
HOMO energy = -20.05 eV
Kohn-Sham gap = 0.366 Eh
LUMO energy = -10.08 eV

Each line ends with the natural charge from an NBO analysis.
Atoms and positions in Å:
Sn  -1.158  -0.775  0.066  1.703
C  1.338  -2.670  -2.223  -0.637
C  1.038  -1.858  -0.925  -0.170
O  0.375  -0.615  -1.208  -0.843
H  2.005  -3.492  -1.963  0.272
H  1.912  -2.059  -2.919  0.243
H  0.444  -2.982  -2.763  0.246
H  2.000  -1.671  -0.448  0.242
H  0.523  -2.547  -0.256  0.222
H  0.913  -0.056  -1.773  0.579
C  -0.854  2.978  1.782  -0.636
C  -1.516  1.602  1.339  -0.152
O  -0.504  0.691  1.067  -0.841
H  -0.429  3.458  0.900  0.242
H  -0.119  2.896  2.582  0.244
H  -1.617  3.640  2.192  0.274
H  -2.216  1.737  0.514  0.229
H  -2.116  1.207  2.159  0.220
H  -0.019  0.516  1.876  0.563

[3]
ORCA calculation (the ωB97M-V functional and the def2-TZVPD basis) on 3 unconnected molecules or ions with the total composition C4H12O3.

## Properties
net charge = 0
HOMO energy = -9.72 eV
structure (SMILES) = CCCC=O.O.O
Kohn-Sham gap = 0.383 Eh
LUMO energy = 0.70 eV

Each line ends with the natural charge from an NBO analysis.
Atoms and positions in Å:
O  0.863  0.180  -1.428  -0.531
C  -0.250  0.110  -0.937  0.428
C  -0.637  -1.334  -0.358  -0.483
C  -1.045  -1.510  1.121  -0.433
C  0.001  -1.731  2.181  -0.631
H  -0.976  1.025  -0.884  0.127
H  -1.491  -1.726  -1.175  0.215
H  0.172  -2.026  -0.532  0.226
H  -1.725  -0.664  1.419  0.204
H  -1.845  -2.339  1.064  0.217
H  1.037  -1.828  1.771  0.217
H  -0.163  -2.666  2.841  0.227
H  0.112  -0.741  2.824  0.215
H  -2.398  6.222  -0.454  0.461
H  -2.611  6.452  0.967  0.463
O  -1.912  6.473  0.312  -0.924
H  3.725  -0.988  -3.291  0.466
H  4.778  -1.225  -2.371  0.459
O  4.367  -1.684  -3.070  -0.924

[4]
ORCA calculation (the ωB97M-V functional and the def2-TZVPD basis) on 2 unconnected molecules or ions with the total composition C4H12O3.

## Properties
net charge = 0
HOMO energy = -10.01 eV
structure (SMILES) = OCCCCO.O
Kohn-Sham gap = 0.387 Eh
LUMO energy = 0.51 eV

Each line ends with the natural charge from an NBO analysis.
Atoms and positions in Å:
C  0.081  1.791  1.574  -0.060
O  -0.568  2.939  2.106  -0.717
C  -0.220  1.599  0.066  -0.437
C  -0.106  0.145  -0.515  -0.437
C  1.084  -0.707  0.249  -0.080
O  0.929  -0.977  1.670  -0.729
H  -0.294  0.952  2.168  0.146
H  1.126  1.759  1.762  0.171
H  0.086  3.311  2.742  0.471
H  -1.331  1.768  -0.047  0.210
H  0.211  2.391  -0.580  0.214
H  -1.063  -0.370  -0.460  0.204
H  -0.029  0.182  -1.651  0.228
H  1.100  -1.688  -0.169  0.173
H  2.089  -0.252  0.365  0.189
H  -0.040  -0.788  1.847  0.456
H  -1.422  -4.001  -3.650  0.464
H  -1.172  -3.227  -4.913  0.465
O  -0.898  -4.087  -4.484  -0.929

[5]
ORCA calculation (the ωB97M-V functional and the def2-TZVPD basis) on 3 unconnected molecules or ions with the total composition C4H12O3.

## Properties
net charge = 0
HOMO energy = -9.09 eV
structure (SMILES) = C/C=C(/C)O.O.O
Kohn-Sham gap = 0.351 Eh
LUMO energy = 0.45 eV

Each line ends with the natural charge from an NBO analysis.
Atoms and positions in Å:
C  -2.007  0.727  -1.794  -0.648
C  -0.510  0.975  -1.763  -0.281
C  0.334  0.222  -1.044  0.296
O  0.024  -1.078  -0.641  -0.723
C  1.754  0.603  -0.792  -0.672
H  -2.358  0.677  -2.815  0.217
H  -2.444  1.593  -1.292  0.224
H  -2.270  -0.146  -1.201  0.208
H  -0.130  1.782  -2.376  0.212
H  -0.470  -1.411  -1.400  0.489
H  2.496  0.268  -1.520  0.226
H  2.103  0.240  0.177  0.233
H  1.795  1.693  -0.774  0.223
H  -0.977  -1.472  1.166  0.483
H  -1.827  -0.374  1.713  0.460
O  -1.468  -1.214  1.958  -0.948
H  1.213  0.514  2.553  0.471
H  1.912  -0.803  2.970  0.474
O  1.929  0.156  3.083  -0.943

[6]
ORCA calculation (the ωB97M-V functional and the def2-TZVPD basis) on 2 unconnected molecules or ions with the total composition C4H12O3.

## Properties
net charge = 0
HOMO energy = -9.92 eV
structure (SMILES) = OCCCCO.O
Kohn-Sham gap = 0.393 Eh
LUMO energy = 0.78 eV

Each line ends with the natural charge from an NBO analysis.
Atoms and positions in Å:
C  -0.056  1.872  1.637  -0.057
O  -0.656  3.135  1.866  -0.729
C  -0.203  1.559  0.153  -0.415
C  0.130  0.115  -0.275  -0.430
C  1.174  -0.686  0.474  -0.066
O  0.956  -0.824  1.891  -0.728
H  -0.599  1.116  2.216  0.160
H  1.009  1.875  1.905  0.166
H  -0.320  3.473  2.700  0.467
H  -1.175  1.904  -0.197  0.218
H  0.498  2.204  -0.384  0.194
H  -0.786  -0.478  -0.296  0.192
H  0.403  0.183  -1.322  0.219
H  1.229  -1.695  0.068  0.171
H  2.158  -0.226  0.415  0.176
H  0.219  -1.447  2.018  0.461
H  -1.513  -4.501  -3.698  0.466
H  -1.531  -3.637  -4.937  0.467
O  -0.937  -3.942  -4.234  -0.934

[7]
ORCA calculation (the ωB97M-V functional and the def2-TZVPD basis) on 4 unconnected molecules or ions with the total composition C4H12O4.

## Properties
multiplicity = 2
net charge = -1
HOMO energy (alpha / beta) = 0.08 / -3.17 eV
⟨S²⟩ = 0.770
Kohn-Sham gap (alpha / beta) = 0.128 / 0.243 Eh
LUMO energy (alpha / beta) = 3.55 / 3.45 eV

Each line ends with the natural charge from an NBO analysis.
Atoms and positions in Å:
C  0.799  -1.564  1.054  -0.710
C  0.709  -1.097  -0.253  -0.344
C  1.467  0.055  -0.694  -0.355
C  1.034  0.856  -1.700  -0.052
O  1.895  1.866  -2.219  -0.750
H  0.073  -2.216  1.508  0.157
H  1.575  -1.277  1.756  0.177
H  -0.001  -1.533  -0.961  0.155
H  2.453  0.221  -0.271  0.187
H  0.141  0.715  -2.282  0.133
H  1.381  2.476  -2.747  0.455
H  -2.480  -1.148  -1.513  0.480
H  -2.913  -1.835  -0.209  0.480
O  -3.252  -1.382  -0.993  -0.958
H  2.026  1.353  1.739  0.478
H  0.911  0.853  2.631  0.465
O  1.810  1.206  2.666  -0.968
H  -2.832  0.295  0.326  0.478
H  -1.938  1.107  1.237  0.464
O  -2.858  1.051  0.925  -0.972

[8]
ORCA calculation (the ωB97M-V functional and the def2-TZVPD basis) on 3 unconnected molecules or ions with the total composition C4H12O4.

## Properties
net charge = -2
HOMO energy = 0.53 eV
Kohn-Sham gap = 0.217 Eh
LUMO energy = 6.44 eV

Each line ends with the natural charge from an NBO analysis.
Atoms and positions in Å:
C  0.184  -0.187  -0.957  -0.425
C  1.417  -1.196  -0.811  -0.412
C  1.268  -2.351  0.217  -0.025
O  1.828  -3.485  -0.292  -1.000
C  0.084  0.671  0.284  -0.054
O  -1.128  1.402  0.482  -0.940
H  -0.582  -0.962  -1.071  0.195
H  0.205  0.472  -1.834  0.172
H  1.555  -1.600  -1.807  0.188
H  2.327  -0.624  -0.544  0.153
H  1.721  -2.034  1.177  0.074
H  0.167  -2.499  0.498  0.060
H  0.148  0.001  1.160  0.145
H  0.917  1.393  0.269  0.121
H  -0.639  3.501  2.102  0.427
H  -0.879  2.096  1.710  0.503
O  -0.522  2.660  2.539  -1.057
H  -3.342  0.459  -1.037  0.431
H  -2.031  1.250  -0.636  0.509
O  -2.699  1.032  -1.448  -1.064

Results for largest force on an atom: 2.719; 6.188; 3.807; 3.171; 1.391; 1.146; 1.830; 2.195 (in eV/A, following the order of the records).
Results for calculated total energy: -16317.389; -14249.088; -10483.245; -10483.190; -10484.266; -10484.307; -12530.477; -12530.003 (in eV, following the order of the records).
Results for energy above the lowest of the compared OMol25 structures with the same formula, charge and spin: 0.0; 80.2; 182.7; 188.1; 84.2; 80.3; 143.8; 74.3 (in kJ/mol, following the order of the records).